Version one
Density functional theory data (the ωB97M-V functional and the def2-TZVPD basis) for a cluster of 2 separate species, C4H9O3 in total.

```
16
Properties=species:S:1:pos:R:3:lowdin_charge:R:1
C 0.6600 -0.4433 -2.8332 -0.25
O 0.7895 -1.1904 -1.6843 -0.18
H 0.7992 -0.6454 -0.8402 0.01
H 1.3499 0.4096 -2.9817 0.08
H -0.4026 -0.1337 -2.9089 0.07
H 0.7895 -1.0177 -3.7558 0.05
C -0.7512 0.6960 1.7166 -0.20
C -0.5204 -0.7723 1.9912 -0.14
C 0.0275 1.3984 0.5997 -0.69
O -0.1461 2.6118 0.4341 -0.05
O 0.8567 0.6791 -0.0429 -0.09
H -1.8211 0.8403 1.5814 0.10
H -0.5658 1.1750 2.6738 0.09
H -1.3371 -1.3192 2.4609 0.05
H 0.4329 -1.0135 2.5197 0.07
H -0.1610 -1.2747 1.0696 0.06
```

As for the total charge: -1. As for the HOMO-LUMO gap: 8.692 eV. The calculation puts the LUMO energy at 4.1 eV. The calculation puts the HOMO energy at -4.57 eV.

---

Version two
Density functional theory data (the ωB97M-V functional and the def2-TZVPD basis) for a cluster of 2 separate species, C4H9O3 in total.

```
16
Properties=species:S:1:pos:R:3:lowdin_charge:R:1
C -0.9431 -0.4291 0.8800 -0.28
C -1.6445 0.1949 2.1058 -0.11
O 0.5094 -0.4988 1.1804 -0.18
H -1.3095 -1.3814 0.3776 0.13
H -0.9810 0.2897 0.0695 0.08
H -1.6938 1.2828 2.0282 0.06
H 1.0163 -0.9592 0.4293 0.05
H -1.2057 -0.1218 3.0270 0.04
H -2.7503 -0.0857 2.2026 0.08
C 1.5510 0.7362 -1.4638 -0.07
C 0.9895 -0.5254 -2.0252 -0.82
O 0.3951 -0.3175 -3.0533 -0.05
O 1.1669 -1.5764 -1.3003 -0.13
H 1.6880 0.7259 -0.4439 0.01
H 0.8134 1.4623 -1.7985 0.05
H 2.3983 1.2033 -2.2156 0.12
```

As for the total charge: -1. As for the HOMO-LUMO gap: 8.137 eV. The calculation puts the LUMO energy at 3.8 eV. The calculation puts the HOMO energy at -4.30 eV.

---

Version three
Density functional theory data (the ωB97M-V functional and the def2-TZVPD basis) for a cluster of 2 separate species, C4H9O3 in total.

```
16
Properties=species:S:1:pos:R:3:lowdin_charge:R:1
C -2.0155 -1.2453 -2.2878 -0.05
C -1.3230 -0.4689 -1.0275 -0.79
O -0.9421 0.6912 -1.2590 -0.09
O -1.1591 -1.1939 -0.0577 -0.06
H -2.5398 -2.0473 -1.9586 -0.01
H -1.2927 -1.5474 -3.0837 0.05
H -2.6227 -0.5091 -2.9236 0.06
C 1.9840 0.9309 1.2063 -0.39
C 0.7266 0.5386 2.1456 -0.10
O 2.0141 0.5260 -0.0915 -0.16
H 1.8971 2.0746 1.0600 0.12
H 2.8148 0.3682 1.6770 0.10
H -0.1509 1.0239 1.7235 0.05
H 0.9879 0.3479 -0.4159 0.14
H 1.0331 1.0685 3.0772 0.06
H 0.5880 -0.5578 2.2157 0.07
```

As for the total charge: -1. As for the HOMO-LUMO gap: 8.450 eV. The calculation puts the LUMO energy at 4.1 eV. The calculation puts the HOMO energy at -4.35 eV.

---

It turns out version one is the most stable, with the second structure 0.0239 hartree higher.

---

Version one
Density functional theory data (the ωB97M-V functional and the def2-TZVPD basis) for the ion C8H14NO3 with charge +1.

```
26
Properties=species:S:1:pos:R:3:lowdin_charge:R:1
C 2.2323 -0.0310 1.3830 -0.08
C 3.1071 0.0521 0.1979 -0.27
C 3.7722 1.1397 -0.1020 -0.10
C 3.4979 -1.2030 -0.5534 -0.03
C -0.8352 0.3144 -1.2172 -0.01
C -2.0531 -0.6499 0.6822 -0.02
C -2.8376 1.5472 -0.2319 0.01
C -1.5946 0.6620 0.0987 -0.53
N 0.3115 1.1027 1.5738 0.20
O 4.2581 2.1348 -0.4424 0.25
O 0.8401 0.1076 0.9979 0.01
O -0.8708 1.3990 1.1386 0.08
H 2.2750 -1.0209 1.8535 0.15
H 2.3225 0.5719 2.3205 0.16
H 2.6176 -1.7912 -0.6348 0.07
H 4.3404 -1.7561 -0.0256 0.12
H 3.9022 -0.8547 -1.5386 0.11
H -1.5367 -0.0027 -1.9614 0.09
H -0.2980 1.1950 -1.7966 0.15
H -0.0574 -0.3289 -1.1063 0.03
H -1.2238 -1.2772 0.9635 0.08
H -2.6312 -1.0428 -0.1119 0.09
H -2.8181 -0.6336 1.5405 0.14
H -3.3588 0.8928 -0.8934 0.09
H -3.3927 1.4935 0.7072 0.09
H -2.5813 2.6539 -0.4044 0.14
```

As for the total charge: +1. As for the HOMO-LUMO gap: 6.999 eV. The calculation puts the LUMO energy at -6.0 eV. The calculation puts the HOMO energy at -13.03 eV.

---

Version two
Density functional theory data (the ωB97M-V functional and the def2-TZVPD basis) for a cluster of 2 separate species, C8H14NO3 in total.

```
26
Properties=species:S:1:pos:R:3:lowdin_charge:R:1
C 0.7330 1.5704 2.0723 -0.27
C 0.3875 0.5543 1.2870 0.01
C 0.5031 -0.2693 3.2961 -0.50
C 0.9931 3.0058 1.8681 0.01
C -1.7508 -0.7907 -0.7836 0.01
C -0.5314 -0.8913 -2.8672 0.01
C 0.3349 -1.9912 -0.9044 0.02
C 0.3113 0.4042 -1.0839 0.12
N -0.4057 -0.8084 -1.3905 -0.44
O 0.4573 -1.0516 4.1767 0.22
O 0.7707 1.0362 3.3535 0.18
O 0.2519 -0.6024 1.9662 0.07
H 0.1831 3.5984 2.2905 0.10
H 1.0877 3.2209 0.8087 0.09
H 1.9090 3.2868 2.3848 0.10
H -2.3055 -1.6807 -1.0759 0.12
H -1.6623 -0.7733 0.3011 0.10
H -2.3040 0.0891 -1.1079 0.12
H -1.1340 -0.0670 -3.2463 0.12
H 0.4528 -0.8493 -3.3301 0.12
H -1.0093 -1.8301 -3.1463 0.12
H -0.2083 -2.8997 -1.1565 0.12
H 1.3222 -2.0330 -1.3599 0.12
H 0.4480 -1.9416 0.1772 0.10
H 1.3737 0.3846 -1.2598 0.11
H -0.2079 1.3290 -1.2698 0.11
```

As for the total charge: +1. As for the HOMO-LUMO gap: 7.812 eV. The calculation puts the LUMO energy at -4.6 eV. The calculation puts the HOMO energy at -12.45 eV.

---

It turns out version two is the most stable, with the second structure 0.0881 hartree higher.

---

Version one
Density functional theory data (the ωB97M-V functional and the def2-TZVPD basis) for a structure of composition C5H3N3.

```
11
Properties=species:S:1:pos:R:3:lowdin_charge:R:1
C 0.8365 1.6122 -0.3991 -0.08
C 1.2866 0.3996 -0.8232 -0.01
C 0.3731 -0.5843 -0.2405 -0.19
C -1.3760 -1.5046 0.5193 -0.20
C -0.4864 0.2770 0.6538 -0.34
H 1.1745 2.7448 -0.1571 0.16
H 2.0439 0.1825 -1.4372 0.05
H -1.5986 -2.6424 0.8411 0.17
N -0.2623 -1.6868 -0.3013 0.14
N -1.5435 -0.3926 1.0095 0.14
N -0.4478 1.5945 0.3348 0.16
```

As for the HOMO-LUMO gap: 7.083 eV. The calculation puts the LUMO energy at -2.2 eV. The calculation puts the HOMO energy at -9.33 eV.

---

Version two
Density functional theory data (the ωB97M-V functional and the def2-TZVPD basis) for an isolated molecule of C5H3N3.

```
11
Properties=species:S:1:pos:R:3:lowdin_charge:R:1
C -0.3597 0.5563 1.1335 -0.04
C 0.1735 0.0819 -0.2953 -0.45
C -0.9582 -0.8915 -0.7909 -0.17
C 1.2911 -0.7517 0.1356 -0.22
C 0.5870 0.6280 -1.6196 -0.03
H -1.1466 1.4890 1.2258 0.14
H 0.6359 1.0036 1.8405 0.17
H -0.7977 -0.2472 1.6671 0.06
N -1.9491 -1.4858 -1.0217 0.18
N 2.2498 -1.2204 0.6938 0.20
N 0.2739 0.8378 -2.9686 0.16
```

As for the HOMO-LUMO gap: 10.529 eV. The calculation puts the LUMO energy at -1.3 eV. The SMILES is CC(C#N)(C#N)C#N. The calculation puts the HOMO energy at -11.78 eV.

---

It turns out version one is the most stable, with the second structure 0.0514 hartree higher.